The following is a DFT calculation (ωB97M-V/def2-TZVPD) of a structure of composition C15H29FInN4O2 in a non-equilibrium geometry.

Element x y z (Å)
In (-1.77716, 1.73756, -0.18260)
F (2.13021, 2.12502, -2.40931)
O (-2.12099, -0.32552, -0.46603)
O (-0.88817, -1.93565, -0.87518)
N (3.27763, -0.04097, 1.93683)
N (1.62058, -5.23646, -1.66979)
N (-1.97254, 4.41543, 0.98274)
N (-1.28916, -0.87823, -1.34190)
C (-3.97186, 6.13305, 1.29384)
C (4.15231, -2.17858, 3.24618)
C (0.09506, 2.53409, -1.14328)
C (2.06259, 0.97824, -0.26975)
C (3.58011, -3.69853, 1.28372)
C (-4.00932, 6.63720, 2.73791)
C (-4.21901, 5.51707, 3.75124)
C (-1.07236, -5.07755, -3.87905)
C (0.61502, -4.82794, -2.08364)
C (-0.67704, -4.30227, -2.61938)
C (-2.84459, 5.16969, 1.11873)
C (1.18650, 1.46238, -1.49748)
C (3.66029, -0.97297, 2.51428)
C (-0.04365, -4.95626, -4.99843)
C (4.66147, -3.22324, 2.24978)
H (0.92044, -5.37860, -4.70596)
H (0.78357, 0.58963, -2.09320)
H (3.97829, -4.46144, 0.61218)
H (4.95547, -1.87934, 3.92318)
H (-3.07626, 7.15791, 2.97213)
H (2.73362, -4.13056, 1.82396)
H (-0.21154, 3.06117, -2.10443)
H (-1.44760, -4.40778, -1.85438)
H (-1.80535, 2.11895, 1.57389)
H (-4.26796, 5.92484, 4.76369)
H (-4.90980, 5.63464, 1.03656)
H (3.20887, -2.88169, 0.66134)
H (-5.15145, 4.98061, 3.55517)
H (3.11845, 0.85295, -0.67803)
H (3.33707, -2.58750, 3.84779)
H (-0.38025, -5.49922, -5.88496)
H (0.10939, -3.91041, -5.27797)
H (-3.83356, 6.96983, 0.60595)
H (2.12704, 1.71337, 0.57319)
H (-1.20835, -6.13600, -3.63568)
H (-3.39777, 4.79742, 3.73042)
H (5.49509, -2.80981, 1.67441)
H (0.55077, 3.33724, -0.48129)
H (-0.56531, -3.23999, -2.83991)
H (-4.81861, 7.36629, 2.83994)
H (1.76280, -0.05993, 0.07262)
H (5.04845, -4.08388, 2.80319)
H (-3.17638, 2.60982, -0.95486)
H (-2.03502, -4.70409, -4.23833)

For the HOMO energy, the calculation gives -4.901 eV. As for the total charge: -1. As for the multiplicity: 1.


The following is a DFT calculation (ωB97M-V/def2-TZVPD) of a cluster of 4 separate species, C15H29FO9S in total in a non-equilibrium geometry.

Element x y z (Å)
S (-0.39900, 2.50443, -3.45916)
F (3.78589, -0.02927, -2.39533)
O (0.91731, 0.84674, 7.63128)
O (1.76081, 0.42744, -3.02019)
O (1.09945, 0.28108, -5.11680)
O (-0.87373, -4.65952, -3.83800)
O (-0.01579, 1.02152, 0.74327)
O (-1.87380, -6.52484, -4.42518)
O (-1.61047, 1.41674, 2.19703)
O (-0.33486, 0.81488, -3.51390)
O (-0.08088, 1.92581, 6.00049)
C (-0.93913, 4.17777, 5.61446)
C (-2.52115, -4.62037, -5.68046)
C (0.04774, 1.60549, 7.30231)
C (3.60091, 1.85957, -3.69478)
C (1.21141, 0.39404, 0.35536)
C (0.97743, -0.93084, -0.33537)
C (-0.50375, -3.30156, -4.08478)
C (-1.17470, 2.68812, 5.47389)
C (0.90137, 0.49435, -4.00052)
C (-0.85701, 2.26036, 8.32177)
C (-1.50925, -2.32449, -3.51155)
C (3.10558, 0.46954, -3.43438)
C (-0.23460, -0.44356, 2.72006)
C (-1.72509, -5.35182, -4.62260)
C (-0.66276, 0.74409, 1.88998)
H (-1.22753, 2.42613, 4.41984)
H (1.88689, 0.30664, 1.20741)
H (-1.63604, -2.49689, -2.44211)
H (3.30874, -0.18492, -4.26372)
H (4.48598, 1.78247, -4.29694)
H (-0.00456, 4.45736, 5.12785)
H (-1.75415, 4.73648, 5.15416)
H (3.92038, 2.27687, -2.75559)
H (-1.17454, -1.29980, -3.66337)
H (-2.05128, -3.71025, -6.04618)
H (0.45671, -3.17315, -3.58603)
H (1.67763, 1.08839, -0.34179)
H (-0.32606, -3.13748, -5.14893)
H (-0.33857, 3.11662, 8.75028)
H (0.80946, -0.72101, 2.59921)
H (-0.86191, 4.47968, 6.65961)
H (-1.81666, 2.58420, 7.92601)
H (0.00098, 2.70976, -2.18404)
H (-0.38194, -0.19697, 3.76946)
H (0.49523, -1.65499, 0.32226)
H (-1.05832, 1.53860, 9.10950)
H (-2.49038, -2.43604, -3.97318)
H (-0.86407, -1.29431, 2.46297)
H (0.32486, -0.79260, -1.19712)
H (2.86917, 2.49410, -4.16443)
H (-2.64458, -5.28535, -6.53158)
H (-2.11818, 2.37134, 5.92074)
H (-3.50228, -4.37878, -5.27476)
H (1.92310, -1.35180, -0.67646)

For the HOMO energy, the calculation gives -10.188 eV. As for the multiplicity: 1. The relative energy (zero: lowest compared OMol25 entry of this formula, charge and spin) is 6.4 kcal per mole.


The following is a DFT calculation (ωB97M-V/def2-TZVPD) of a structure of composition C15H29IrN2OPSi in a non-equilibrium geometry.

Element x y z (Å)
Ir (0.04891, 0.22615, 0.24676)
P (-0.43611, 0.49411, -1.97210)
Si (2.37331, 0.39305, -0.11051)
O (-1.90425, 2.28389, -0.02639)
N (-0.22238, -1.54804, 0.35833)
N (-0.26303, 0.10780, 2.27397)
C (-1.27753, -3.69731, 0.32769)
C (-1.21300, -5.05105, 0.04952)
C (1.11032, -4.79613, -0.67925)
C (-0.54134, 4.20868, 0.24535)
C (-1.90003, 3.16212, 2.19477)
C (-1.60584, 3.24088, 0.71975)
C (1.06167, -3.44295, -0.38951)
C (3.12830, 2.10666, 0.02150)
C (0.25662, 1.99027, -2.77182)
C (-0.01917, -5.60072, -0.46267)
C (-0.14649, -2.84650, 0.11614)
C (0.19733, -0.92996, -2.92930)
C (-0.22302, -0.11036, 3.41418)
C (-0.16270, -0.34017, 4.83935)
C (-2.20348, 0.48186, -2.44234)
H (4.19596, 1.86349, -0.02169)
H (-2.85778, 2.62409, 2.27158)
H (-0.08342, 2.02336, -3.81911)
H (-0.34136, -1.84131, -2.64372)
H (-1.89252, 4.15641, 2.65736)
H (2.88126, 2.55179, 0.98888)
H (1.26484, -1.06674, -2.73202)
H (-0.16136, 4.93924, 0.99493)
H (-1.07018, 2.56936, 2.66601)
H (1.93740, -2.81793, -0.52772)
H (0.04137, -6.67186, -0.70047)
H (1.35420, 1.92715, -2.73730)
H (-2.07328, -5.71085, 0.21899)
H (1.43390, 0.69008, 1.05891)
H (-0.11316, -1.40674, 5.04148)
H (-2.61170, 1.46525, -2.15605)
H (2.81434, 2.78597, -0.77899)
H (2.92653, -0.59541, 0.85814)
H (-0.97802, 4.78100, -0.60810)
H (0.30742, 3.55157, -0.13289)
H (-2.19539, -3.27051, 0.72669)
H (0.70353, 0.12370, 5.30972)
H (-0.10182, 2.88473, -2.23872)
H (-2.23581, 0.32385, -3.53492)
H (-2.74888, -0.33155, -1.93453)
H (2.03295, -5.24593, -1.07369)
H (-1.02298, 0.05144, 5.37878)
H (2.49790, 0.05281, -1.55692)
H (0.03799, -0.73879, -3.99808)

For the HOMO energy (spin up / spin down), the calculation gives -2.850 / -7.205 eV. As for the multiplicity: 6. The relative energy (zero: lowest compared OMol25 entry of this formula, charge and spin) is 3.7 kcal per mole.


The following is a DFT calculation (ωB97M-V/def2-TZVPD) of a cluster of 2 separate species, C15H29N2O6P in total.

Element x y z (Å)
P (-0.61979, 2.70595, -0.41662)
O (-2.92851, -5.13956, -0.76888)
O (-3.22873, 2.36670, 1.71534)
O (5.39054, 2.99379, 0.75374)
O (0.00690, 3.59783, 0.81429)
O (-1.61470, -1.76268, 2.01892)
O (-2.71634, 0.20369, 2.08649)
N (-1.98761, 3.61511, -0.81031)
N (-3.70673, -2.35023, -0.54946)
C (-2.51904, 1.43436, 1.48353)
C (3.32740, 1.64045, 0.68317)
C (2.75626, 0.40650, -0.01040)
C (-2.78726, -2.80580, -1.59501)
C (4.47714, 4.04649, 2.76724)
C (-3.51639, -5.93492, -1.77926)
C (1.65102, -0.27481, 0.82920)
C (4.49424, 2.27572, -0.07330)
C (-1.32816, 1.36084, 0.60722)
C (-1.72041, -0.63280, 1.65790)
C (4.85957, 4.19290, 1.29626)
C (-3.52470, -2.86085, -2.92835)
C (-2.07269, -4.11109, -1.22084)
C (0.33267, -0.53472, 0.05980)
C (-0.84083, 0.11321, 0.70370)
H (0.41167, -0.14845, -0.95855)
H (2.33613, 0.71618, -0.97298)
H (-1.40053, -3.90393, -0.38332)
H (0.13718, -1.60717, 0.01150)
H (-1.45909, -4.47288, -2.05746)
H (-4.45044, -3.43071, -2.84971)
H (-3.79222, -1.85447, -3.24925)
H (-4.34300, -3.11420, -0.33837)
H (3.55886, -0.30236, -0.22212)
H (-2.90720, -3.31520, -3.70561)
H (-3.74641, -6.90369, -1.33754)
H (5.63122, 4.96206, 1.19363)
H (-0.65383, 3.82293, 1.48339)
H (4.11257, 2.94925, -0.85194)
H (3.69208, 1.36432, 1.67851)
H (5.14935, 3.33893, 3.25001)
H (2.52058, 2.36731, 0.81713)
H (4.51212, 5.01386, 3.26725)
H (3.46029, 3.65857, 2.87511)
H (-3.18157, -2.22248, 0.30936)
H (-2.82796, -6.08553, -2.61669)
H (-4.44607, -5.50016, -2.15486)
H (-2.32089, 3.44108, -1.74901)
H (3.99653, 4.52752, 0.71050)
H (5.09008, 1.49442, -0.55099)
H (1.45811, 0.34213, 1.70982)
H (-2.00168, -2.04638, -1.68791)
H (2.03181, -1.22797, 1.19814)
H (-2.75152, 3.59096, -0.14243)

For the HOMO energy, the calculation gives -9.311 eV. As for the multiplicity: 1. The relative energy (zero: lowest compared OMol25 entry of this formula, charge and spin) is 70.3 kcal per mole.


What did we get for E? Answer: -33968.4749 -48004.7749 -41050.4937 -40579.6093 eV, in the order shown.